Molecular formula: C3H9NO
Method: DFT, ωB97M-V with the def2-TZVPD basis set

Results
- Max |F|: 4.67 eV/A
- Energy: -249.61711 Eh
- SMILES: COCCN
- E_LUMO: 1.04 eV
- Orbital gap: 9.7 eV
- Energy relative to the best compared isomer or geometry (same formula, charge and spin): 2.628 eV
- Charge: 0

Cartesian coordinates (Å):
O 0.04063 0.85063 -0.06621
N -1.61925 -0.85463 0.52485
C 0.34536 -0.28876 -0.88647
C 1.02228 1.50166 0.71334
C -0.68602 -1.33267 -0.51082
H 1.80222 1.63354 -0.02697
H -2.18453 0.00311 0.11838
H 0.29365 0.03893 -1.87234
H 1.37563 0.98548 1.63466
H 1.38290 -0.48981 -0.50164
H 0.68066 2.52567 1.01331
H -1.21354 -1.55241 -1.42191
H -0.07626 -2.21124 -0.12776
H -1.16372 -0.80951 1.40957

Molecular formula: C5H10N2O
Method: DFT, ωB97M-V with the def2-TZVPD basis set

Results
- Max |F|: 0.83 eV/A
- Energy: -381.21663 Eh
- SMILES: CN(C)C=O.C=C=N
- E_LUMO: 0.82 eV
- Orbital gap: 10.0 eV
- Energy relative to the best compared isomer or geometry (same formula, charge and spin): 1.872 eV
- Charge: 0

Cartesian coordinates (Å):
O -1.23576 -1.06150 1.93201
N 0.19784 0.54970 1.22759
N -0.80052 0.20064 -2.72277
C 0.67355 1.39480 0.16497
C -0.67509 -0.99791 -2.56161
C -0.40939 -2.21840 -2.23162
C 0.85208 0.68577 2.50642
C -0.80564 -0.32572 1.07257
H -0.97578 -2.72237 -1.47058
H 0.37778 -0.00634 3.19979
H 0.37599 -2.76825 -2.71510
H -1.43008 0.58006 -3.41740
H 0.74890 1.70672 2.88139
H 1.74553 1.24127 0.01671
H -1.21542 -0.30847 0.04742
H 0.50706 2.44736 0.41194
H 1.91436 0.44560 2.42033
H 0.15460 1.15705 -0.76203

Molecular formula: C44H105ClLi3N7O20
Method: DFT, ωB97M-V with the def2-TZVPD basis set

Results
- Max |F|: 11.61 eV/A
- Energy: -4110.01243 Eh
- E_LUMO: 3.05 eV
- Orbital gap: 2.4 eV
- Charge: -2

Cartesian coordinates (Å):
Cl 0.42737 -0.03713 -1.13240
O -5.68916 2.28946 -1.95691
O 5.75500 1.84000 -2.41592
O 2.10284 2.85339 0.73935
O 4.22503 -5.93914 3.45470
O 2.37314 2.22248 2.76033
O 2.25477 -1.81920 2.13716
O 1.55896 -2.20374 -5.43274
O -3.29565 -3.59565 0.96336
O -7.81351 1.36516 3.43235
O 3.51488 -0.36226 1.30070
O 0.38922 2.43348 1.91111
O 3.11181 -4.86797 8.19935
O 1.02446 5.70257 -3.45348
O 4.62265 -2.48736 -8.45742
O 3.18574 -0.62863 3.44100
O 0.31327 -3.60751 3.89677
O -10.87301 4.93096 1.50409
O 7.89862 1.38103 1.81523
O 2.80928 -2.74162 -0.94739
O -2.51754 5.41823 -0.45585
N 5.54131 2.22279 0.59962
N 1.91102 -4.77342 0.88848
N 2.99096 -0.36515 -7.36723
N -8.43432 3.40318 -1.08282
N -0.43652 3.81718 -1.68840
N 1.84904 -2.59213 6.06726
N -5.55499 -1.14626 2.71185
C 5.14647 1.35912 -3.63402
C -4.87068 1.28116 -2.72543
C 0.36043 -2.74534 -4.84214
C -8.86561 1.73861 4.25076
C 1.60792 -4.83255 -0.51879
C 5.11641 -1.13072 -8.10020
C 4.10277 0.03618 -8.12822
C -0.48925 3.76911 -3.10520
C 3.12073 -5.23984 2.83991
C 1.67771 2.43876 1.77287
C -5.65138 0.23070 3.28025
C 4.44668 -7.29018 3.07355
C -7.30191 2.87325 -0.28235
C -3.73562 6.24880 -0.57156
C 5.35042 3.25748 -0.41982
C -1.61326 3.15374 -1.04798
C 0.30825 6.61793 -4.29137
C -2.77289 4.18072 -0.90713
C -11.72162 5.78536 0.75621
C -0.08171 -4.06639 5.12705
C 4.12434 -5.49642 7.37210
C 6.02750 2.88264 1.86026
C -2.70239 -2.82507 -0.01598
C 1.31709 -3.98752 5.90449
C 3.08171 -2.59144 6.87262
C 3.22674 -5.19811 1.28364
C -0.83759 -3.27613 3.02327
C 4.48355 -2.74918 -9.81936
C 3.09493 -0.98146 2.25302
C -10.19209 3.88767 0.79262
C 1.63169 -0.70615 -5.44751
C -4.31926 -1.63597 2.10757
C 0.86811 4.26292 -3.61936
C 8.05455 0.68968 3.02694
C -4.49262 -3.09006 1.50213
C 3.03776 -3.40028 8.25280
C 7.49764 2.71515 1.92633
C -9.18374 4.40737 -0.28400
C 3.56861 -1.96345 -1.75195
C 2.66486 -4.08095 -1.39722
C 2.94305 -0.09252 -5.87882
C -6.64488 1.70914 -1.06751
C 4.84971 2.66632 -1.77440
C -6.85858 0.49092 4.16476
Li 3.70515 1.65725 1.28831
Li 0.57539 2.27789 -0.37678
Li 1.93876 -1.34663 0.16638
H 4.47387 1.03804 -7.91223
H 8.47204 -0.29038 2.79607
H 2.28976 -5.85803 3.17964
H 5.21032 2.11960 -4.41228
H -3.49132 -1.60099 2.81567
H 5.10043 -5.17681 7.73706
H 2.90253 0.97052 -5.64132
H 5.55103 0.43028 -4.03611
H 1.62014 -5.85451 -0.89769
H 5.59389 -1.15388 -7.12062
H -10.96139 3.20804 0.42607
H 3.12144 -1.36600 -7.40417
H 2.93599 -4.27520 3.31261
H -3.31124 4.18983 -1.85486
H 7.04078 0.52433 3.39166
H 1.63091 3.78144 -3.00747
H -0.70288 2.73470 -3.37440
H -8.53643 5.10610 0.24597
H -8.54797 2.49911 4.96410
H 3.76969 -2.06758 -10.28189
H -4.21152 1.82601 -3.40126
H -0.67605 -3.56951 1.98600
H -1.94339 2.30383 -1.64528
H 0.95679 7.47194 -4.48674
H 7.84796 3.15586 2.85968
H -3.42927 7.24034 -0.23826
H -6.33701 -1.32828 2.09914
H -9.66646 5.00136 -1.06005
H -8.20597 3.57744 -2.05112
H 4.55411 3.93706 -0.11625
H -0.65438 -4.99161 5.19130
H 1.27291 -1.94477 6.58601
H 4.90147 -7.50942 2.10752
H -0.72849 -3.41049 5.70977
H 1.57748 -0.42025 -4.39707
H 2.08372 -4.57693 5.40152
H -4.01625 6.28977 -1.62402
H -1.12793 -2.24323 3.21539
H 0.08803 6.24121 -5.29022
H 3.96479 -1.08692 -1.23926
H 3.94461 -5.33182 6.30970
H 3.73564 0.08457 -9.15339
H -11.21491 6.54699 0.16353
H -5.29328 -3.20535 0.77155
H 0.80700 -0.14239 -5.88357
H 3.85221 -3.05448 8.88934
H 5.53641 2.60625 2.79328
H -2.12473 -1.97729 0.35237
H 4.05540 -6.56535 7.57394
H 1.97636 -3.80623 1.17201
H 8.09085 3.06222 1.08032
H 2.77010 -1.54044 -2.36149
H -3.48957 3.66544 -0.26763
H -4.34986 0.44471 -2.25939
H -6.21336 1.07424 -0.29369
H -1.70718 -3.89687 3.23915
H 4.09142 1.11636 -3.50735
H -4.71215 0.37348 3.81462
H -0.53353 -2.73402 -5.46568
H -7.37583 1.08859 -1.58591
H -9.35882 0.81143 4.54262
H 5.82283 3.91693 1.58375
H 5.87530 -0.83289 -8.82372
H 2.15525 -3.14220 8.83819
H -12.53782 5.18129 0.35995
H 0.12021 -2.18463 -3.93881
H 1.06437 4.08025 -4.67586
H 5.44969 -2.79827 -10.32163
H 6.28567 3.79484 -0.57679
H -7.58720 2.29020 0.59330
H 3.41899 -6.20369 0.90953
H -4.52568 5.92830 0.10754
H 2.45365 -4.17897 -2.46205
H -6.42195 0.88659 5.08177
H -5.67175 0.97934 2.48827
H -4.12863 -1.03154 1.22076
H 3.61259 -4.61092 -1.49224
H -4.76429 -3.77322 2.30685
H 0.68652 -4.31102 -0.77789
H 3.87162 -3.02425 6.25877
H 3.58685 -7.95910 3.03716
H 4.66305 3.45510 -2.50315
H 0.46082 -3.82491 -4.73014
H 3.96490 -3.70530 -9.88967
H -1.42469 2.71776 -0.06692
H 4.33810 -2.49256 -2.31411
H 4.02559 -4.47855 1.10429
H -1.91548 -3.34287 -0.56439
H -0.65419 7.02200 -3.97747
H -5.46990 0.89347 -3.54928
H 6.36374 1.78512 0.20954
H 1.24356 -4.50203 6.86260
H -9.60355 3.36022 1.54330
H -1.22619 4.46586 -3.50463
H 3.87173 2.20944 -1.62305
H -3.49387 -2.59329 -0.72868
H -9.60991 2.14646 3.56682
H -7.31812 -0.47158 4.38949
H -6.68694 3.71912 0.02491
H 3.83869 -0.55102 -5.45964
H 8.70273 1.14709 3.77443
H 5.10951 -7.68085 3.84565
H -12.32525 6.30791 1.49829
H 3.23646 -1.53147 7.07416
H -0.59496 4.79229 -1.47827

Molecular formula: C44H40BIN11O3Pb
Method: DFT, ωB97M-V with the def2-TZVPD basis set

Results
- Max |F|: 1.03 eV/A
- Energy: -3043.63677 Eh
- ⟨S²⟩: 0.77
- E_LUMO (alpha / beta): -6.75 / -7.30 eV
- Orbital gap (alpha / beta): 5.9 / 5.3 eV
- Energy relative to the best compared isomer or geometry (same formula, charge and spin): 0.035 eV
- Multiplicity: 2
- Charge: +2

Cartesian coordinates (Å):
Pb 0.78296 -0.01103 -1.16411
I -1.39886 -1.39051 -3.79341
O 3.50066 -2.30443 3.38610
O -0.20431 -0.98192 4.05273
O -2.59113 -1.15301 -0.50176
N 1.57244 3.12653 -0.55974
N 2.84937 2.07716 -2.53919
N 3.10583 5.41120 -1.79367
N -0.50277 -3.16838 2.33855
N 1.44748 -2.08267 1.93869
N 0.87011 2.08090 -0.04986
N 2.46969 4.51155 -2.57617
N -0.17938 -2.19275 0.23538
N 0.49912 2.98575 -2.80579
N 2.55449 0.75737 -2.54340
N -0.13837 1.79781 -2.79173
C -0.24554 3.89833 -3.46059
C -0.16638 -4.83344 5.62065
C -3.47284 -1.08066 -3.50852
C 1.09822 3.61502 1.55478
C -0.01126 -3.74897 6.46700
C -5.32844 0.08891 -2.43893
C -1.95210 -5.23419 -0.91610
C -4.00836 -0.44592 -2.35600
C -3.17824 -4.71035 -1.31680
C -5.61105 -0.94684 -4.59143
C 4.80063 0.25897 1.11162
C -6.11950 -0.20534 -3.54538
C -1.38968 3.28087 -3.91852
C -2.39857 -2.51879 -0.74724
C 3.60505 0.11501 -3.05056
C 2.59437 -0.40387 0.46527
C -1.18023 -3.02042 -0.27453
C 3.59713 6.33146 -2.59828
C -0.16274 -2.22226 4.60586
C 4.60620 1.02134 -3.38545
C 0.24955 -2.45390 1.45316
C 3.70097 0.40127 0.28163
C -0.98326 -4.40669 -0.39034
C -3.40159 -3.35405 -1.22772
C 4.25399 -2.08539 4.57737
C -0.01542 -2.45577 5.96791
C -0.30658 -4.61118 4.26159
C -3.25807 0.69083 1.23739
C 3.66076 -1.43716 2.35710
C -3.37108 -0.30900 -1.07947
C -4.27050 -1.33349 -4.59903
C -0.12672 0.12345 4.94134
C -0.29388 -3.32325 3.74167
C 3.30526 6.03690 -3.94533
C -1.26727 1.96339 -3.47631
C 4.08671 2.25337 -3.04142
C 4.79065 -0.67548 2.13529
C -3.64642 0.88794 -0.23260
C 0.59003 2.36836 1.22115
C -5.05176 1.37883 -0.40246
C 1.71140 4.06299 0.39860
C 2.52399 -1.30663 1.51102
C -5.83339 0.95674 -1.39077
C 2.59707 4.86943 -3.88906
B 1.86686 3.20388 -2.09673
H 0.06923 4.92246 -3.55849
H 5.32672 -2.16173 4.40512
H -4.36849 -2.95128 -1.49513
H -1.76471 -6.29649 -0.99722
H 0.03652 1.66362 1.82297
H -3.87101 -0.08551 1.69516
H 0.79287 0.10060 5.52971
H -0.17727 -5.84088 6.01153
H 3.95505 -2.86685 5.26961
H 2.18689 4.26562 -4.68273
H 3.76016 1.12215 -0.52268
H 2.24440 4.97194 0.19132
H -3.00216 1.68730 -0.64635
H 0.10045 -3.90092 7.53204
H 4.53410 3.22930 -3.12725
H -0.11837 1.01495 4.32014
H -3.95228 -5.36455 -1.69189
H 5.56789 0.81513 -3.82045
H 1.64681 -2.48839 2.84677
H 5.67297 -0.81905 2.74233
H -0.03425 -4.80905 -0.05833
H -3.41002 1.62149 1.78099
H -3.85494 -1.81863 -5.47140
H -0.99057 0.15817 5.60831
H 4.02202 -1.10650 5.00274
H -6.23121 -1.17762 -5.44744
H 5.68461 0.85058 0.91771
H 0.07559 -1.62570 6.65396
H 1.02480 4.13543 2.49325
H 3.60090 -0.96009 -3.14208
H -5.39121 2.11850 0.31085
H -7.13452 0.16691 -3.58002
H -0.42798 -5.44170 3.57689
H -1.32257 -3.61895 1.96870
H 3.57938 6.60375 -4.81793
H -2.21262 0.40306 1.32682
H -1.94310 1.14316 -3.64228
H -2.19079 3.71272 -4.49220
H 4.14260 7.16667 -2.19075
H -6.85118 1.31261 -1.48582

Molecular formula: C9H14FO11P
Method: DFT, ωB97M-V with the def2-TZVPD basis set

Results
- Max |F|: 8.33 eV/A
- Energy: -1620.01914 Eh
- SMILES: CO[P@](=O)(OF)OCC=O.O=C1OCCO1.O=C1OCCO1
- E_LUMO: 0.08 eV
- Orbital gap: 9.9 eV
- Charge: 0

Cartesian coordinates (Å):
P 0.78893 -0.41474 0.53034
F 0.20107 1.94536 0.42531
O 4.62000 -2.09711 1.23499
O 1.73707 -0.02628 1.73433
O -3.81265 -1.15330 2.28256
O -5.64906 -0.27294 3.24531
O 1.25413 -1.84521 -0.34680
O -0.81570 -0.73719 1.20973
O 3.05489 2.53726 -2.43082
O 2.19753 1.18720 -4.01720
O 0.60672 1.02026 -0.45426
O 2.66423 0.33577 -1.94620
O -4.90397 -2.33078 3.91178
C 3.43324 -2.62964 0.89290
C 2.71395 -1.98203 -0.46720
C 2.64132 1.27093 -2.72890
C -0.77141 -1.92884 2.08910
C -4.16483 -0.00642 1.53239
C -5.06358 0.74723 2.45827
C -4.79793 -1.33959 3.20894
C 3.08282 3.25795 -3.64851
C 2.11935 2.51045 -4.51219
H -0.33746 -1.54320 3.12921
H -5.83141 1.31353 1.92407
H -0.12190 -2.81452 1.64911
H -4.67794 -0.32507 0.61889
H -3.27462 0.56648 1.25860
H 2.39458 2.54589 -5.56986
H -1.87009 -2.35376 2.18245
H -4.51169 1.42764 3.11519
H 4.10271 3.23967 -4.04674
H 3.27370 -1.00636 -0.81297
H 1.09107 2.87002 -4.39972
H 2.78121 4.29711 -3.49094
H 2.89804 -2.79933 -1.31748
H 2.94764 -3.46646 1.55633

Molecular formula: C25H32N2O2
Method: DFT, ωB97M-V with the def2-TZVPD basis set

Results
- Max |F|: 0.89 eV/A
- Energy: -1231.75124 Eh
- SMILES: OCCC#Cc1ccc(CN2CCN(CCc3ccccc3)[C@H](CCO)C2)cc1
- E_LUMO: 0.69 eV
- Orbital gap: 9.0 eV
- Energy relative to the best compared isomer or geometry (same formula, charge and spin): 4.047 eV
- Charge: 0

Cartesian coordinates (Å):
O 8.84614 -2.36554 -1.63426
O -2.93719 0.75629 -3.38161
N -0.08236 1.40356 -0.25247
N -2.00679 -0.38776 0.82830
C -2.83549 -0.85819 -1.51185
C 8.21077 -3.48739 -2.19179
C 3.14122 0.65525 0.13393
C -4.44696 1.08958 2.22395
C 4.21020 -1.12688 -1.07565
C -4.57252 2.32566 1.60145
C 0.02540 0.93728 1.11391
C 6.01254 -3.02204 -1.20885
C 3.33800 -0.90841 -2.14173
C -3.16903 -0.98139 1.45223
C -1.37579 0.63971 1.63762
C -2.13546 0.10488 -0.54059
C 1.16814 1.90451 -0.81134
C -4.33227 3.45119 3.70500
C 7.06388 -4.01295 -1.31104
C 4.10542 -0.33027 0.06432
C -4.51433 3.49795 2.33371
C 2.26330 0.87370 -0.92283
C -0.70969 0.37107 -1.04879
C -4.28262 1.05529 3.60456
C -4.49579 -0.18467 1.43333
C 2.37839 0.08062 -2.06002
C -3.67238 -0.11964 -2.56430
C -4.22110 2.22510 4.33882
C 5.19860 -2.13718 -1.15416
H -4.20551 0.10155 4.10751
H 3.42089 -1.51860 -3.02952
H -2.89459 -1.18259 2.49058
H -4.11779 -0.84683 -3.24796
H -0.15304 -0.58088 -0.99801
H -2.08560 -1.46998 -2.01532
H -4.61205 4.45011 1.83255
H 8.98565 -4.25183 -2.28684
H -3.50841 -1.53066 -0.98588
H -4.77626 0.03089 0.40160
H 7.45055 -4.23633 -0.31265
H 7.82178 -3.25262 -3.19415
H 3.07263 1.27164 1.01924
H 0.93715 2.30988 -1.80115
H 1.71271 0.24569 -2.89536
H -3.34883 -1.95185 0.97948
H -4.48910 0.42548 -2.06657
H 6.66457 -4.93156 -1.74814
H -4.08999 2.18084 5.41038
H 4.78379 -0.49154 0.88982
H 8.17486 -1.69270 -1.46576
H -0.73921 0.69825 -2.08967
H 1.49524 2.72805 -0.16971
H -2.59035 1.46989 -2.83399
H -2.67757 1.07161 -0.53213
H -4.71790 2.37201 0.53051
H 0.63905 0.02357 1.19043
H 0.47937 1.72221 1.72350
H -1.30572 0.28196 2.66680
H -1.95259 1.57844 1.63418
H -5.26204 -0.83883 1.85853
H -4.28391 4.36539 4.27784

Molecular formula: C21H28N4O4
Method: DFT, ωB97M-V with the def2-TZVPD basis set

Results
- Max |F|: 0.66 eV/A
- Energy: -1337.02027 Eh
- SMILES: COc1ccc(C(=O)NCCCn2cccn2)cc1OC1CCN(C(C)=O)CC1
- E_LUMO: 0.64 eV
- Orbital gap: 9.1 eV
- Energy relative to the best compared isomer or geometry (same formula, charge and spin): 3.361 eV
- Charge: 0

Cartesian coordinates (Å):
O 0.90918 1.42690 -2.44505
O -1.32646 -2.12225 2.27788
O 7.46011 2.29473 0.53078
O 2.19275 0.04416 -0.43810
N -4.96351 -1.48274 -0.59763
N -5.04247 -2.80653 -0.49727
N 5.24492 2.64753 0.64639
N -3.29035 -1.18486 1.69318
C 3.99249 2.82727 1.33940
C 4.24372 1.14106 -1.00027
C 2.89546 1.27283 -0.29505
C -5.63171 -2.33868 -2.55543
C 5.07922 2.39916 -0.77143
C -1.29590 -0.61719 0.44582
C -1.96058 -1.38752 1.53738
C -4.05323 -1.96076 2.64024
C 0.09744 -0.57988 0.46718
C 0.82492 0.10689 -0.48581
C -5.19295 -2.72597 1.96189
C 0.27676 2.02373 -3.55057
C -1.24568 0.73536 -1.54301
C -1.95963 0.05055 -0.57427
C -5.31740 -1.18322 -1.83514
C 3.11849 1.57955 1.19117
C 6.56378 2.68550 2.70930
C -4.71685 -3.50044 0.72563
C -5.44133 -3.36284 -1.65566
C 6.47326 2.51555 1.20622
C 0.14221 0.78000 -1.52046
H -3.63182 -3.64847 0.78227
H -5.33948 -0.16158 -2.16021
H -5.56193 -4.42210 -1.76122
H 7.60593 2.56754 2.99349
H -3.03458 0.03187 -0.65495
H -0.29228 1.29125 -4.13098
H 4.58403 3.26492 -1.22667
H 5.97132 1.93070 3.22101
H 4.08297 0.98387 -2.06648
H 0.62045 -1.11231 1.24657
H -3.83053 -0.74436 0.95957
H 3.47311 3.68517 0.89166
H -3.35306 -2.65262 3.11800
H 6.07457 2.28545 -1.20317
H 4.16093 3.04441 2.39196
H 1.08102 2.42421 -4.16601
H -5.19318 -4.48194 0.67324
H 3.61340 0.72192 1.65030
H 4.76424 0.27050 -0.59945
H -5.95131 -2.41075 -3.57415
H 2.32537 2.09169 -0.75134
H -5.62666 -3.41377 2.68764
H -4.46898 -1.30069 3.41024
H -0.38495 2.84079 -3.24443
H 2.15932 1.72989 1.69032
H -5.96907 -2.02279 1.65487
H 6.22709 3.67512 3.00961
H -1.79010 1.23047 -2.33177